Entry 1:
Here is a 2-piece molecular cluster, CH5BO overall in a non-equilibrium geometry from the Open Molecules 2025 dataset. Energies are from ωB97M-V with the def2-TZVPD basis set.

For the HOMO energy (alpha / beta), the calculation gives -0.33831 / -0.27810 Eh. For the energy above the lowest of the compared OMol25 structures with the same formula, charge and spin, the calculation gives 137.9 kcal/mol. The calculation puts the LUMO energy (alpha / beta) at -0.6 / -0.8 eV.

Element x y z (Å)
B 0.7200 -0.2640 0.3509
C -0.7814 -0.2247 0.3673
O 0.9513 0.7636 -2.3882
H 1.7556 -0.4272 0.8172
H -1.2696 -0.4580 1.3154
H -1.1869 -0.8926 -0.3982
H -1.1142 0.7665 0.0433
H 1.8747 0.5799 -2.5611

Entry 2:
Here is a 9-piece molecular cluster, C54H85F5N4 overall in a non-equilibrium geometry from the Open Molecules 2025 dataset. Energies are from ωB97M-V with the def2-TZVPD basis set.

For the HOMO energy, the calculation gives -0.29991 Eh. For the energy above the lowest of the compared OMol25 structures with the same formula, charge and spin, the calculation gives 0.0 kcal/mol. The SMILES is CCN(CC)CC.CCN(CC)CC.CCN(CC)CC.CCN(CC)CC.Fc1ccccc1.Fc1ccccc1.Fc1ccccc1.Fc1ccccc1.Fc1ccccc1. The calculation puts the LUMO energy at 0.6 eV.

Element x y z (Å)
C 14.4521 -14.0615 -6.8883
C 13.8697 -14.1068 -5.4854
N 12.7157 -15.0589 -5.4777
C 11.9430 -14.9844 -4.2003
C 12.7316 -15.3794 -2.8794
C 13.1400 -16.3748 -5.8379
C 12.0045 -17.3413 -6.1596
H 15.0938 -13.1643 -7.0352
H 13.7150 -13.9110 -7.6621
H 15.0007 -14.9438 -7.2535
H 14.5869 -14.3882 -4.6690
H 13.4543 -13.1401 -5.2205
H 11.5062 -13.9371 -4.1559
H 11.0624 -15.6587 -4.1244
H 12.1023 -15.4547 -2.0146
H 13.0990 -16.3645 -2.9481
H 13.5811 -14.6530 -2.7922
H 13.8413 -16.6837 -5.0966
H 13.7362 -16.3099 -6.7355
H 12.3221 -18.2957 -6.5102
H 11.5059 -16.8756 -6.9967
H 11.3657 -17.5278 -5.3359
C 7.3687 -23.7165 -1.4631
C 6.8887 -24.5773 -0.2977
N 6.3743 -25.8982 -0.7789
C 4.9431 -25.7663 -0.9166
C 4.3732 -27.0782 -1.5623
C 6.6017 -26.8999 0.2513
C 8.0263 -27.5737 0.2339
H 7.6861 -22.7275 -1.1383
H 6.5248 -23.5271 -2.0896
H 8.1596 -24.1487 -2.0261
H 7.7698 -24.7393 0.3114
H 6.1883 -23.9906 0.3002
H 4.3334 -25.5256 0.0199
H 4.7334 -24.9309 -1.5956
H 3.4503 -26.9398 -2.0438
H 5.0725 -27.3784 -2.3171
H 4.1763 -27.8068 -0.7445
H 5.9332 -27.7487 0.1281
H 6.3716 -26.4274 1.2931
H 8.1721 -27.9924 -0.8019
H 8.0742 -28.5292 0.8187
H 8.8359 -26.9572 0.5664
C 7.0041 -16.6327 -4.7873
C 7.8446 -17.5455 -3.8851
N 7.9814 -17.1096 -2.5724
C 6.7627 -16.8821 -1.7659
C 7.0574 -16.3687 -0.3530
C 8.9820 -17.8594 -1.8229
C 8.6492 -19.3408 -1.4884
H 7.2830 -15.6992 -4.3552
H 5.9597 -16.7370 -4.5566
H 7.1695 -16.7826 -5.7896
H 7.4146 -18.5749 -4.0060
H 8.8372 -17.4240 -4.2962
H 6.1330 -16.2105 -2.3691
H 6.0861 -17.7811 -1.7524
H 6.1315 -16.2189 0.2131
H 7.6614 -17.0342 0.1939
H 7.5393 -15.3933 -0.4176
H 9.2540 -17.3334 -0.8578
H 9.8317 -17.7970 -2.5189
H 8.3442 -19.8516 -2.4058
H 7.8477 -19.4538 -0.7803
H 9.4732 -19.8150 -1.0233
C 14.5737 -24.4869 -5.4397
C 15.3608 -23.9019 -4.2887
N 16.0486 -22.6209 -4.5594
C 17.1406 -22.7091 -5.5506
C 17.2495 -21.3762 -6.3093
C 16.6410 -22.1898 -3.2892
C 15.6875 -21.3759 -2.4070
H 13.7598 -23.8021 -5.6443
H 14.0520 -25.3718 -4.9826
H 15.2585 -24.8061 -6.2732
H 14.5592 -23.7165 -3.5302
H 16.0210 -24.6702 -3.8736
H 16.9716 -23.5440 -6.1820
H 18.1803 -22.9331 -5.0999
H 17.5137 -20.5500 -5.6554
H 16.3222 -21.2009 -6.9045
H 18.1241 -21.3894 -7.0310
H 16.9483 -23.0373 -2.6780
H 17.5295 -21.5339 -3.3572
H 16.1438 -21.1992 -1.4151
H 15.4339 -20.4431 -2.8829
H 14.7188 -21.8720 -2.1972
F 10.5417 -19.1652 -12.0914
C 10.2908 -19.4777 -10.8174
C 9.1680 -18.9912 -10.1731
C 8.9381 -19.2332 -8.8282
C 9.8360 -20.0054 -8.1275
C 10.9635 -20.5874 -8.7616
C 11.1393 -20.3698 -10.1413
H 8.5719 -18.2605 -10.7207
H 8.0507 -18.7946 -8.3738
H 9.6719 -20.2140 -7.1017
H 11.6895 -21.2685 -8.2833
H 12.0535 -20.7429 -10.6573
F 11.2312 -26.3420 0.6068
C 10.9916 -25.0327 0.2918
C 11.3469 -24.6846 -1.0047
C 11.1790 -23.3490 -1.3607
C 10.6953 -22.3802 -0.4606
C 10.2773 -22.7944 0.7909
C 10.4048 -24.1354 1.1700
H 11.7090 -25.4800 -1.6524
H 11.4197 -23.1606 -2.4054
H 10.6680 -21.3346 -0.7062
H 9.8322 -22.0833 1.4519
H 10.0476 -24.5422 2.1575
F 11.6509 -26.9278 -3.5677
C 10.4968 -26.8283 -4.1491
C 10.4285 -26.8024 -5.5096
C 9.1735 -26.8325 -6.1937
C 7.9856 -26.7969 -5.4275
C 8.1000 -26.7479 -3.9959
C 9.3719 -26.8155 -3.3618
H 11.4299 -26.9658 -5.9647
H 9.0890 -27.0211 -7.2658
H 7.0182 -26.9910 -5.8631
H 7.2350 -26.7101 -3.4019
H 9.4092 -26.8536 -2.2813
F 3.5829 -22.3936 -3.6342
C 4.4692 -22.3507 -4.6145
C 5.0864 -21.1900 -4.8709
C 5.9970 -21.1355 -5.9362
C 6.2293 -22.2442 -6.6710
C 5.6342 -23.5027 -6.3918
C 4.7399 -23.5170 -5.3334
H 4.9402 -20.3349 -4.2852
H 6.3726 -20.1330 -6.2739
H 7.0483 -22.2529 -7.4336
H 5.9653 -24.3570 -6.9665
H 4.2739 -24.4464 -5.0247
F 9.7448 -19.4798 -4.4997
C 10.2144 -20.7278 -4.5662
C 11.5729 -20.8520 -4.7740
C 12.1157 -22.1232 -4.9772
C 11.2724 -23.2613 -5.0139
C 9.9197 -23.0774 -4.7536
C 9.3823 -21.7807 -4.5870
H 12.1423 -19.9738 -4.6562
H 13.1756 -22.1385 -5.0685
H 11.6936 -24.2048 -5.2116
H 9.2314 -23.8859 -4.8298
H 8.3259 -21.5467 -4.6381

Entry 3:
Here is one molecule with the formula C4H6N2O in a non-equilibrium geometry from the Open Molecules 2025 dataset. Energies are from ωB97M-V with the def2-TZVPD basis set.

For the HOMO energy, the calculation gives -0.33339 Eh. For the energy above the lowest of the compared OMol25 structures with the same formula, charge and spin, the calculation gives 86.3 kcal/mol. The SMILES is O=C[C@@H]1CC=NN1. The calculation puts the LUMO energy at 0.6 eV.

Element x y z (Å)
O 2.0483 -1.3360 0.1112
C 0.8440 -1.3395 -0.1734
C -0.2156 -0.4779 0.5970
C -0.9759 0.0667 -0.4962
C -0.2711 1.3080 -0.5706
N 0.5730 1.5783 0.2926
N 0.3563 0.6816 1.3796
H 0.3934 -1.9342 -1.0739
H -0.8565 -1.1972 1.3233
H -2.0725 0.2249 -0.2297
H -0.9494 -0.2265 -1.5840
H -0.1096 2.0460 -1.4862
H 1.2356 0.6057 1.9103

Entry 4:
Here is C65H55N10OReS3 as an isolated structure in a non-equilibrium geometry from the Open Molecules 2025 dataset. Energies are from ωB97M-V with the def2-TZVPD basis set.

As for the net charge: +3. For the HOMO energy (alpha / beta), the calculation gives -0.51856 / -0.50414 Eh. As for the spin multiplicity: 2. The calculation puts the LUMO energy (alpha / beta) at -7.5 / -6.9 eV.

Element x y z (Å)
Re 0.2512 0.5977 -0.9401
N -0.2439 -0.6221 2.0080
S -0.8000 -1.7822 2.8046
N -0.9178 -3.1967 2.0183
S 0.2622 -4.1235 1.5326
N 1.2669 -3.5633 0.4932
S 0.8521 -2.7614 -0.8997
N 0.2634 -1.4226 -0.6926
C 2.3900 -2.8744 -1.8326
C 2.3301 -2.8311 -3.2172
C 3.5119 -2.8655 -3.9392
C 4.7274 -2.9240 -3.2733
C 4.7707 -2.9728 -1.8894
C 3.5938 -2.9434 -1.1603
C -0.2756 -3.9205 -1.6956
C -1.6343 -3.7002 -1.5603
C -2.5251 -4.6071 -2.1094
C -2.0435 -5.7135 -2.7934
C -0.6792 -5.9303 -2.9122
C 0.2179 -5.0362 -2.3496
C 1.2335 -4.6856 2.9189
C 0.5363 -5.0733 4.0525
C 1.2424 -5.5719 5.1324
C 2.6234 -5.6853 5.0650
C 3.3074 -5.2894 3.9253
C 2.6103 -4.7870 2.8382
C -0.5351 -5.6164 0.9503
C 0.3007 -6.6018 0.4463
C -0.2489 -7.8037 0.0349
C -1.6177 -8.0095 0.1369
C -2.4392 -7.0201 0.6545
C -1.8982 -5.8134 1.0672
C 0.4854 -1.8842 4.0584
C 1.7773 -1.7472 3.5724
C 2.8322 -1.6736 4.4620
C 2.5862 -1.7152 5.8264
C 1.2930 -1.8636 6.3012
C 0.2268 -1.9574 5.4165
C -2.4061 -1.6010 3.6027
C -2.5693 -0.5078 4.4414
C -3.7625 -0.3593 5.1283
C -4.7795 -1.2882 4.9630
C -4.6065 -2.3647 4.1068
C -3.4130 -2.5304 3.4225
H 1.3725 -2.7919 -3.7178
H 3.4888 -2.8621 -5.0181
H 5.6464 -2.9415 -3.8367
H 5.7197 -3.0436 -1.3837
H 3.5882 -2.9828 -0.0838
H -1.9626 -2.8278 -1.0154
H -3.5880 -4.4542 -2.0075
H -2.7339 -6.4134 -3.2368
H -0.3137 -6.7926 -3.4468
H 1.2819 -5.2036 -2.4218
H -0.5393 -4.9871 4.0807
H 0.7145 -5.8830 6.0195
H 3.1626 -6.0921 5.9062
H 4.3810 -5.3825 3.8816
H 3.1092 -4.4795 1.9339
H 1.3635 -6.4233 0.3875
H 0.3893 -8.5825 -0.3518
H -2.0463 -8.9462 -0.1845
H -3.5005 -7.1916 0.7454
H -2.5156 -5.0316 1.4757
H 1.9267 -1.6635 2.5079
H 3.8370 -1.5518 4.0912
H 3.4057 -1.6170 6.5207
H 1.1123 -1.8815 7.3651
H -0.7792 -2.0654 5.7930
H -1.7709 0.2089 4.5510
H -3.8940 0.4799 5.7915
H -5.7093 -1.1795 5.4992
H -5.4023 -3.0786 3.9723
H -3.2581 -3.3613 2.7541
C 4.0832 1.1839 3.1330
C 3.0372 1.8782 3.7185
C 1.8191 1.9760 3.0690
C 1.6208 1.3700 1.8310
C 2.6651 0.6399 1.2706
C 3.8907 0.5600 1.9107
C 0.2977 1.5017 1.1465
C -0.6712 0.4854 1.3299
C -2.1295 0.7528 1.1975
C -2.9186 -0.0389 0.3640
C -4.2484 0.2757 0.1503
C -4.8103 1.3728 0.7857
C -4.0485 2.1285 1.6623
C -2.7150 1.8198 1.8734
H 5.0456 1.1403 3.6196
H 3.1739 2.3741 4.6673
H 1.0169 2.5306 3.5328
H 2.5277 0.1497 0.3093
H 4.7072 0.0321 1.4379
H -0.0880 2.5239 1.1217
H -2.4617 -0.8845 -0.1346
H -4.8487 -0.3219 -0.5203
H -5.8419 1.6309 0.6048
H -4.4899 2.9723 2.1697
H -2.1257 2.4140 2.5550
N 1.3770 8.8974 -7.6337
C 1.1970 8.1533 -6.7849
C 0.9406 7.2122 -5.7541
C 0.6033 7.6437 -4.4715
C 0.3066 6.7128 -3.4941
C 0.3604 5.3549 -3.7934
C 0.7088 4.9202 -5.0687
C 0.9953 5.8495 -6.0494
N -0.0062 4.4092 -2.8033
C -1.1509 4.4699 -2.0630
C -1.1874 3.3382 -1.3066
N -0.0684 2.5860 -1.5680
C 0.6199 3.2683 -2.4770
H 0.5664 8.7000 -4.2531
H 0.0494 7.0322 -2.4958
H 0.7295 3.8633 -5.2968
H 1.2430 5.5311 -7.0499
H -1.8410 5.2838 -2.1553
H -1.9371 3.0148 -0.6091
H 1.5810 2.9824 -2.8611
C 4.0603 0.3981 -4.5301
N 2.6325 0.1772 -4.4275
C 1.8689 -0.1661 -5.4834
C 0.5300 -0.3741 -5.3534
C -0.0599 -0.1797 -4.0749
N 0.7106 0.1713 -3.0442
C 2.0647 0.3083 -3.1720
O 2.7366 0.5567 -2.1829
N -1.3668 -0.3496 -3.8554
H 4.4108 0.1018 -5.5141
H 4.5743 -0.1780 -3.7605
H 4.2921 1.4504 -4.3607
H 2.3619 -0.2666 -6.4400
H -0.0721 -0.6642 -6.1967
H -2.0066 -0.5671 -4.6009
H -1.7207 -0.2132 -2.9161

E_tot list, top to bottom, in a.u.: -141.00924, -2826.76361, -340.65735, -4404.52538